Formula: C21H21N5O4S2
Source: the OMol25 dataset
Level of theory: ωB97M-V with the def2-TZVPD basis set

Geometry as XYZ:
```
53
Properties=species:S:1:pos:R:3:forces:R:3
C -0.02843 2.66910 -4.24469 0.023 0.107 -0.271
C 0.84830 3.78373 -4.79874 -0.611 -0.236 -0.124
N 1.96244 4.05517 -3.90697 -0.236 0.389 0.994
C 3.15328 4.62537 -4.50987 0.493 0.450 -0.018
C 2.93039 5.99639 -5.14097 0.026 -0.266 0.079
S 1.50012 4.76169 -2.45559 0.127 -0.473 0.205
O 0.25743 5.46839 -2.58958 -0.104 -0.256 -0.106
O 2.62602 5.46168 -1.90874 0.247 -0.112 -0.158
C 1.23301 3.32683 -1.40775 0.034 0.359 -0.255
C 2.19001 2.32970 -1.39493 0.064 -0.015 0.007
C 2.03214 1.24581 -0.55223 -0.149 0.070 0.086
C 0.91361 1.17639 0.28013 0.253 0.323 -0.419
C 0.74496 0.06391 1.18437 -0.703 -0.314 0.712
N -0.21425 -0.11806 2.03946 0.061 1.467 -1.067
N 0.02577 -1.26474 2.68983 0.729 -1.295 0.481
C 1.13135 -1.74125 2.19997 -0.621 0.304 0.377
S 1.93801 -3.19711 2.63472 0.355 -0.455 0.112
C 0.86925 -3.71023 4.02332 0.255 0.295 -0.420
C -0.56373 -3.72769 3.66396 -0.703 -0.107 0.550
N -1.55251 -3.52864 4.47325 1.593 0.042 0.567
N -2.67768 -3.66265 3.75658 -1.121 -0.208 -1.146
C -2.33099 -3.93649 2.53470 0.009 0.232 0.967
C -3.20683 -4.16142 1.40876 -0.105 -0.115 -0.561
C -2.68695 -4.43457 0.14492 -0.016 0.041 0.197
C -3.54430 -4.64981 -0.91739 -0.051 -0.020 -0.090
C -4.91581 -4.59508 -0.72710 0.003 -0.009 -0.054
C -5.43442 -4.32191 0.53003 -0.025 -0.002 -0.015
C -4.58761 -4.10418 1.59866 0.214 -0.001 0.016
O -0.98001 -4.00543 2.41333 -0.060 -0.147 -0.100
O 1.65016 -0.95605 1.23720 0.050 0.036 -0.057
C -0.04530 2.19106 0.26197 0.211 -0.174 -0.001
C 0.12123 3.26897 -0.58635 -0.040 0.156 -0.071
H -0.76714 2.38246 -4.98932 -0.116 -0.035 -0.011
H 0.57479 1.80007 -3.99269 0.022 -0.099 0.020
H -0.54781 3.00791 -3.35326 -0.141 -0.080 0.032
H 0.23926 4.68461 -4.93809 0.092 -0.095 -0.187
H 1.26521 3.48282 -5.76302 0.053 0.077 0.088
H 3.88314 4.71451 -3.70437 0.133 -0.058 -0.233
H 3.52578 3.91126 -5.25132 -0.053 -0.008 0.135
H 3.87448 6.39322 -5.50512 0.061 0.082 -0.067
H 2.23262 5.93699 -5.97310 -0.054 0.055 -0.095
H 2.52910 6.67356 -4.39081 -0.004 0.152 -0.008
H 3.04572 2.41606 -2.04494 0.127 -0.090 -0.069
H 2.76784 0.45631 -0.52585 0.069 -0.030 -0.025
H 1.21941 -4.71034 4.28735 0.061 0.081 -0.031
H 1.01480 -3.03533 4.86566 -0.085 -0.100 -0.017
H -1.61702 -4.47701 0.00440 0.076 -0.003 -0.016
H -3.14248 -4.86185 -1.89714 0.029 -0.015 -0.070
H -5.58152 -4.76556 -1.56014 -0.055 -0.011 -0.062
H -6.50349 -4.27963 0.67417 -0.084 0.008 0.024
H -4.96466 -3.88940 2.58549 -0.081 0.022 0.095
H -0.89707 2.11354 0.91839 -0.103 0.040 0.042
H -0.59638 4.07324 -0.62876 -0.146 0.042 0.042
```
Positions in Å, forces in eV/Å.

F_max: 0.035 hartree/bohr
Structure (SMILES): CCN(CC)S(=O)(=O)c1ccc(-c2nnc(SCc3nnc(-c4ccccc4)o3)o2)cc1
Total charge: 0
Energy: -59427.1974 eV
Multiplicity: 1
HOMO: -8.804 eV
Lowest unoccupied orbital energy: -0.00866 Eh

Formula: C21H22BBaN14SSe
Source: the OMol25 dataset
Level of theory: ωB97M-V with the def2-TZVPD basis set

Geometry as XYZ:
```
61
Properties=species:S:1:pos:R:3:forces:R:3
Ba -0.08412 -0.62138 0.80299 -0.858 -2.953 0.330
C 2.37777 1.41761 -2.54692 -0.007 0.004 -0.147
C 1.78224 0.27210 -2.03727 0.102 0.043 0.210
N 1.66543 0.34111 -0.70473 0.982 0.666 -0.542
N 2.20551 1.55010 -0.34156 -0.031 -0.059 0.091
C 2.62618 2.20718 -1.43809 -0.030 -0.114 -0.006
B 2.21983 1.95870 1.18498 0.094 0.136 -0.143
N 2.71106 0.72477 2.00078 0.023 0.006 0.024
C 3.98020 0.51588 2.41512 -0.132 0.101 -0.046
C 4.05274 -0.72607 3.00258 0.036 -0.127 0.028
C 2.76001 -1.23629 2.88767 -0.045 0.103 -0.053
N 1.95005 -0.36941 2.27333 1.009 0.301 0.666
N 0.77012 2.41787 1.62514 -0.035 -0.287 -0.041
C 0.35518 3.69380 1.71136 -0.034 0.010 0.083
C -0.99217 3.70130 2.03230 -0.021 0.028 0.045
C -1.33590 2.35530 2.11955 0.259 0.060 0.078
N -0.27571 1.57411 1.86315 -0.136 1.515 0.545
N 3.12172 3.13343 1.49192 -0.206 -0.310 0.052
C 3.37090 3.59133 2.75981 -0.246 -0.390 -0.321
C 4.10878 4.72593 2.65117 0.339 0.308 -0.174
C 4.27856 4.89496 1.25833 -0.093 0.397 -0.362
N 3.65253 3.96567 0.55119 0.386 0.036 1.045
H 2.61650 1.64400 -3.57365 -0.022 -0.016 0.087
H 1.43987 -0.60440 -2.56819 -0.024 0.016 0.002
H 3.09498 3.17261 -1.34225 -0.039 -0.074 0.003
H 4.74683 1.26075 2.27238 -0.078 -0.008 -0.002
H 4.91651 -1.18770 3.45234 -0.076 0.033 -0.031
H 2.37876 -2.18327 3.24426 0.008 0.029 -0.034
H 1.04059 4.51587 1.55538 -0.076 -0.111 0.012
H -1.62182 4.56292 2.19423 0.080 -0.112 -0.014
H -2.29076 1.91375 2.36749 0.027 0.024 -0.051
H 2.99741 3.07696 3.63491 0.025 0.003 -0.143
H 4.48075 5.34847 3.44986 0.010 -0.068 -0.111
H 4.81662 5.67882 0.74108 -0.082 -0.073 0.077
C -2.88310 -6.22316 -2.03442 -0.056 -0.033 0.061
C -2.67828 -5.87311 -0.61276 -0.212 -0.237 0.033
N -3.29814 -6.43867 0.42742 0.178 0.139 -0.408
N -2.81583 -5.82370 1.48470 -0.178 -0.163 0.336
C -1.92927 -4.85343 1.19971 0.130 0.265 0.299
S -1.16458 -3.82842 2.27438 -0.131 -0.240 -0.024
N -1.84192 -4.91148 -0.16063 0.060 0.037 -0.194
N -1.02498 -4.06367 -0.90037 0.019 0.070 0.050
H -3.58899 -7.04837 -2.09438 0.015 0.013 0.001
H -1.94278 -6.52648 -2.49932 -0.006 0.015 0.011
H -3.29460 -5.37393 -2.58737 0.021 -0.043 0.021
H -3.13011 -6.09347 2.41304 0.041 0.037 -0.017
H -1.38685 -4.00760 -1.84655 -0.023 0.060 -0.023
H -0.08877 -4.45506 -0.92055 0.102 -0.045 -0.092
Se -0.82645 2.11200 -1.10730 -0.032 0.757 -0.331
N -1.65502 0.55952 -0.84560 -1.053 0.456 -0.996
C -2.58552 0.46203 -1.80521 0.084 -0.024 0.071
C -3.50788 -0.61629 -1.95208 0.064 0.035 0.002
C -4.40359 -0.57008 -2.97071 -0.102 -0.012 -0.089
C -4.44388 0.52045 -3.90182 -0.160 -0.204 -0.022
C -3.59263 1.56403 -3.79793 0.148 0.119 0.056
C -2.63695 1.56322 -2.73385 0.036 0.042 0.021
N -1.76012 2.53940 -2.51405 -0.176 -0.214 -0.041
H -3.50855 -1.43135 -1.23690 0.005 0.026 0.006
H -5.12743 -1.37045 -3.08111 0.041 0.069 -0.019
H -5.18016 0.50652 -4.69628 0.031 -0.044 0.071
H -3.62072 2.39479 -4.49068 0.046 0.000 0.062
```
Positions in Å, forces in eV/Å.

F_max: 0.060 hartree/bohr
Total charge: +2
Energy: -120533.9788 eV
Multiplicity: 2
HOMO (alpha / beta): -13.192 / -13.192 eV
Lowest unoccupied orbital energy (alpha / beta): -0.22650 / -0.37955 Eh

Formula: C21H22BF4IN4O6SV
Source: the OMol25 dataset
Level of theory: ωB97M-V with the def2-TZVPD basis set

Geometry as XYZ:
```
61
Properties=species:S:1:pos:R:3:forces:R:3
V 0.36109 -0.64003 0.41882 -2.810 2.503 -0.102
C -2.06211 -1.01573 2.58742 -0.115 -0.145 0.880
C -0.66351 -1.37003 3.14592 -0.499 -0.348 0.085
N 0.39559 -0.40863 2.84372 -0.248 0.052 -0.194
C 1.60099 -0.91253 3.51772 0.563 -0.211 0.027
C 2.85179 -0.04713 3.41122 -0.261 -0.022 0.012
C 0.07879 0.95387 3.26792 0.084 0.563 -0.135
C 0.65049 1.97257 2.26702 -0.097 0.073 0.304
N 0.04349 1.75697 0.98032 0.591 -1.035 -0.282
C -0.97591 2.47947 0.58892 -0.535 0.626 -0.259
C -1.60921 2.10987 -0.64368 -0.017 -0.197 -0.001
F -1.19061 0.94067 -1.18328 -0.169 0.335 -0.091
C -2.59741 2.82117 -1.25948 -0.126 0.125 -0.023
F -3.10311 2.40647 -2.44848 0.184 -0.051 0.246
C -3.12741 3.97927 -0.69338 0.101 -0.108 0.110
C -2.61641 4.32597 0.54172 -0.224 0.139 -0.184
F -3.15181 5.41597 1.17122 0.228 -0.229 -0.062
C -1.60301 3.63767 1.16842 0.100 -0.044 0.262
F -1.25471 4.11577 2.41532 0.005 -0.187 -0.294
H -2.61081 -1.96013 2.45422 0.149 0.127 0.014
H -2.05711 -0.89773 0.62912 -0.704 0.020 0.156
H -2.62561 -0.41873 3.32592 0.194 -0.121 -0.144
H -0.33531 -2.32203 2.71432 -0.080 0.124 0.251
H -0.77261 -1.49953 4.24322 0.042 -0.011 -0.145
H 1.81759 -1.88563 3.05922 -0.144 0.212 0.259
H 1.37249 -1.06183 4.59372 -0.066 0.023 -0.174
H 3.08459 0.12807 2.36572 0.098 0.113 0.001
H 3.68909 -0.58493 3.85642 0.010 -0.074 0.042
H 2.74629 0.90377 3.93542 0.045 0.087 -0.021
H 0.45279 1.15207 4.28832 -0.064 -0.119 -0.081
H -1.00321 1.09407 3.27252 0.041 -0.011 0.041
H 1.72519 1.81767 2.15162 -0.065 0.031 0.104
H 0.48889 2.98197 2.66612 0.159 -0.207 -0.051
H -3.89661 4.55067 -1.17818 -0.123 0.082 -0.061
O -0.94371 -3.60303 1.12232 0.051 -0.644 -0.066
S -0.64371 -2.78163 -0.07668 -0.232 -1.451 1.030
O -1.88741 -2.05113 -0.44518 -0.832 0.510 -0.685
O -2.04261 -0.27103 1.40692 0.538 -0.061 -0.779
O 0.38429 -1.12443 -1.65728 0.399 0.440 1.096
I 5.73789 -3.08323 0.37192 -0.361 0.141 0.032
C 3.68209 -2.66473 0.79722 1.217 0.295 -0.512
C 2.98459 -3.68023 1.43872 -0.471 -0.697 0.635
N 1.78329 -3.48523 1.88972 0.047 -0.514 -0.043
N 1.96109 -1.05453 0.49252 2.980 -0.285 0.007
C 3.17179 -1.43423 0.34342 0.699 -0.219 -0.155
H 3.51289 -4.64293 1.55712 -0.157 0.174 -0.062
H 1.35629 -4.32933 2.26142 0.144 -0.092 -0.057
H 3.86839 -0.76833 -0.18578 -0.144 -0.047 0.117
O 0.94329 -0.00193 -3.74758 -0.094 -0.181 0.483
B 0.09089 -0.78383 -2.83728 -0.114 0.368 -1.201
O -1.10811 -1.11383 -3.60518 0.172 -0.015 0.506
C -0.97921 -0.53433 -4.80048 0.403 0.374 -0.546
C -1.85951 -0.52273 -5.86318 -0.007 -0.158 0.348
C -1.46571 0.12137 -7.03428 -0.055 0.082 -0.258
C -0.23771 0.74937 -7.13038 -0.047 0.072 -0.221
C 0.64289 0.77227 -6.05078 0.147 -0.093 0.351
C 0.26709 0.12657 -4.89068 -0.561 -0.108 -0.512
H -2.82891 -0.99393 -5.78338 -0.029 -0.084 0.038
H -2.13981 0.12837 -7.88248 -0.003 0.016 -0.022
H 0.05069 1.23157 -8.05708 -0.037 0.032 -0.004
H 1.59659 1.27587 -6.10848 0.101 0.031 -0.010
```
Positions in Å, forces in eV/Å.

F_max: 0.073 hartree/bohr
Total charge: -2
Energy: -96552.1636 eV
Multiplicity: 4
HOMO (alpha / beta): -0.899 / -1.859 eV
Lowest unoccupied orbital energy (alpha / beta): 0.14340 / 0.14334 Eh

Formula: C21H22Cl2GaN3O4
Source: the OMol25 dataset
Level of theory: ωB97M-V with the def2-TZVPD basis set

Geometry as XYZ:
```
53
Properties=species:S:1:pos:R:3:forces:R:3
Ga 0.61805 -2.28998 0.32232 -0.028 0.169 0.195
O -3.22958 -2.06093 1.18850 0.013 -0.027 -0.016
C -2.56198 -1.32294 0.53071 0.017 0.055 0.052
N -2.86869 -0.16294 -0.11096 -0.025 0.021 -0.048
C -1.75853 0.46303 -0.84087 0.052 -0.048 0.050
C -0.71648 -0.59657 -0.56728 0.170 0.134 -0.179
O 0.51367 -0.71484 -0.90401 -0.005 -0.045 -0.039
N -1.15411 -1.51993 0.25485 -0.102 -0.277 0.142
C -1.21390 1.71352 -0.13551 0.035 0.006 -0.011
C -1.74501 2.15833 1.06683 -0.040 -0.011 0.003
C -1.18989 3.26330 1.70375 0.014 0.018 -0.002
C -0.09654 3.91085 1.15002 -0.003 -0.003 0.007
C 0.44216 3.45853 -0.05057 -0.011 0.005 -0.007
C -0.11500 2.36524 -0.69379 -0.003 0.005 -0.007
C -2.07690 0.65765 -2.31143 -0.038 0.009 -0.037
C -1.94426 -0.40203 -3.20325 0.010 -0.001 0.029
C -2.32158 -0.25243 -4.52738 -0.003 0.011 -0.013
C -2.84327 0.95784 -4.96418 -0.001 -0.011 -0.007
C -2.98489 2.01328 -4.07636 0.004 0.006 0.009
C -2.60002 1.86735 -2.75102 0.014 -0.003 0.002
H -3.82582 0.13448 -0.22250 -0.003 -0.010 0.007
H -2.60109 1.66269 1.50551 0.011 0.003 0.001
H -1.62613 3.62372 2.62591 0.000 -0.003 0.001
H 0.32510 4.77859 1.63969 0.000 0.000 0.001
H 1.28333 3.97255 -0.49646 0.001 0.001 -0.002
H 0.29347 2.02690 -1.63833 -0.002 0.002 -0.006
H -1.55028 -1.35687 -2.86815 -0.005 0.001 -0.003
H -2.21500 -1.07733 -5.21884 0.000 -0.002 0.001
H -3.14147 1.07640 -5.99690 0.002 -0.001 0.000
H -3.39513 2.95497 -4.41457 0.001 0.001 0.003
H -2.70599 2.69863 -2.06548 0.002 0.005 0.007
C 3.51805 0.67062 3.61766 0.000 -0.050 -0.038
N 3.15801 -0.56981 2.90828 -0.029 0.038 0.028
C 4.12802 -1.67540 2.94201 -0.011 0.031 0.023
C 2.02756 -0.70400 2.28060 0.052 -0.028 -0.024
C 0.98817 0.36364 2.27609 -0.014 0.004 0.008
O 1.82833 -1.83287 1.65800 -0.076 -0.007 -0.035
H 4.60047 0.75420 3.61244 0.000 0.014 0.003
H 3.16487 0.63091 4.64747 0.011 0.004 0.005
H 3.10477 1.53556 3.10964 -0.006 0.010 0.008
H 4.86372 -1.45352 3.70772 0.003 -0.018 0.001
H 4.62730 -1.76608 1.97838 0.005 -0.003 0.000
H 3.62495 -2.60644 3.18657 0.003 -0.007 -0.013
H 0.96298 0.90646 3.21713 0.002 0.005 0.002
H 0.00763 -0.07888 2.11476 0.001 -0.004 0.016
H 1.17686 1.08075 1.46999 0.010 -0.008 0.001
O -0.27157 -5.05381 2.05985 -0.019 0.018 0.007
C 0.04184 -4.15839 1.47992 0.060 -0.005 -0.064
Cl 2.47083 -3.45874 -0.77834 -0.057 -0.002 -0.025
C 1.54568 -4.08004 -2.20231 -0.048 0.030 -0.004
Cl -0.17271 -3.92074 -1.83253 0.023 -0.035 -0.037
H 1.80817 -5.12400 -2.32990 0.007 0.001 0.005
H 1.80181 -3.46048 -3.05369 0.006 0.005 0.003
```
Positions in Å, forces in eV/Å.

F_max: 0.006 hartree/bohr
Total charge: +2
Energy: -112202.5542 eV
Multiplicity: 1
HOMO: -14.208 eV
Lowest unoccupied orbital energy: -0.25659 Eh